Computed, not measured: a 6-piece molecular cluster, C36H36IN5O14S overall, with ωB97M-V/def2-TZVPD.

Positions of all 93 atoms, in Å:
C 6.367 -7.174 -0.892
C 3.480 9.539 2.008
C 2.866 -2.363 -3.623
H 3.758 -9.334 -1.421
H -7.689 -5.389 -2.822
H -4.622 0.094 4.577
O 0.193 7.235 1.004
C -4.771 1.260 4.381
C 2.379 8.771 1.621
C -9.004 -2.362 -1.987
H 4.377 10.715 3.575
N 0.164 7.771 2.121
H 3.412 4.986 -4.272
O 2.827 1.433 0.146
O -3.230 1.160 -0.154
O 0.746 -2.579 0.848
H 2.480 10.414 5.144
C -1.862 -0.199 2.603
H -5.907 1.538 4.292
H -4.296 1.795 5.328
C -6.744 -3.928 -1.549
C 3.513 10.124 3.275
H 2.239 6.630 -2.833
C -6.844 -2.671 -0.950
H 0.485 -1.511 -1.352
C 6.736 -9.292 0.217
O -3.020 -1.088 2.646
H 2.370 8.319 0.631
C 3.351 3.413 -2.798
H 6.715 -6.171 -1.128
N 3.226 1.714 -0.994
C 3.093 4.701 -3.272
C 2.134 -2.884 -0.987
H 0.039 0.371 1.500
O -10.216 -0.401 -1.721
H 1.496 5.992 -0.554
C 1.739 -1.744 -3.080
H -0.922 2.089 -0.298
H 7.358 -9.931 0.842
C -2.338 1.232 3.263
C 3.623 -3.249 -2.854
H -1.098 -0.655 3.404
C -3.909 1.629 2.995
H 1.153 -1.056 -3.686
H -5.857 -4.537 -1.384
C 2.430 5.624 -2.462
C -3.363 -1.719 1.381
H 8.117 -7.638 0.280
C 2.447 9.954 4.159
C 2.263 3.981 -0.695
H 0.517 9.067 4.483
H -2.614 -2.348 0.739
O -1.423 0.101 -1.500
C 3.261 -3.513 -1.532
H -0.716 -1.179 0.778
C 1.314 8.596 2.514
H -6.039 -2.306 -0.317
S -1.710 0.903 -0.170
O 4.706 -5.643 -2.445
C -1.018 -0.112 1.222
H -4.035 2.780 2.739
O 2.484 -3.899 1.070
C 7.164 -8.001 -0.097
H 3.156 -2.154 -4.651
H 3.863 -4.203 -0.945
O -11.083 -1.996 -2.953
I -0.924 2.905 2.910
C 1.340 9.190 3.783
H -2.268 1.066 4.445
H 1.931 3.718 0.307
H 4.498 -3.730 -3.285
C 1.365 -2.002 -1.760
N -10.185 -1.527 -2.237
H 3.871 2.705 -3.440
C 5.137 -7.651 -1.364
C -7.975 -1.881 -1.167
C 2.013 5.267 -1.179
N 4.283 -6.778 -2.179
O 3.188 -7.223 -2.550
C 2.938 3.059 -1.506
O 3.854 0.938 -1.729
H 5.190 -10.776 -0.017
C 4.709 -8.949 -1.057
N 1.761 -3.140 0.409
H -8.037 -0.903 -0.695
C -7.774 -4.408 -2.360
C 5.515 -9.768 -0.264
O -0.767 7.655 2.932
H -9.705 -4.016 -3.216
O -4.633 -1.532 0.923
H 4.313 9.678 1.323
C -8.911 -3.628 -2.582
H -4.440 1.033 2.143

Summary:
frontier orbital gap: 0.307 Ha
electronic energy: -3415.74376 Eh
SMILES: CC[C@H](I)[C@H](C[SH](=O)=O)OC=O.O=[N+]([O-])c1ccccc1.O=[N+]([O-])c1ccccc1.O=[N+]([O-])c1ccccc1.O=[N+]([O-])c1ccccc1.O=[N+]([O-])c1ccccc1
HOMO energy: -9.4413 eV
charge: 0